DFT (ωB97M-V/def2-TZVPD) results for a cluster of 7 separate species, C35H90N6O11 in total.

Structure (XYZ):
```
142
C35H90N6O11 (ωB97M-V/def2-TZVPD)
H -2.617 -7.362 -3.300
C -0.751 -5.368 -4.182
H 1.211 2.584 2.675
H 4.238 1.073 -4.078
H 4.718 3.405 5.286
H 6.124 0.714 3.076
H -0.698 3.930 0.054
H -1.374 -8.536 -2.951
H 3.330 3.300 -0.410
O -0.514 -4.810 -2.844
H -2.919 3.216 6.111
C 1.185 -0.433 1.980
H 0.374 -3.971 4.207
H -3.329 -0.316 5.750
H 2.338 -2.201 1.881
H -0.471 -0.449 3.168
H 2.659 -0.547 6.178
C -2.957 0.696 6.009
H 2.294 -1.691 -3.064
H -5.015 -1.819 0.144
H -4.238 -0.304 0.046
C -0.597 -6.876 -4.075
H 6.530 2.503 2.746
H -0.095 -4.854 -4.863
H -0.231 -4.084 2.537
C 2.906 -1.910 -3.937
O 3.947 0.961 6.268
C 5.750 1.701 2.790
H -1.609 1.419 2.257
H -3.568 4.501 2.342
H -2.646 1.122 -7.521
C -2.467 -3.254 0.824
N 1.162 -1.041 -5.485
H 0.775 2.264 6.211
H 4.338 2.975 3.245
H -0.361 1.648 0.997
H -3.295 4.658 -0.984
H 4.638 0.543 1.540
H -2.526 -3.093 1.899
H -5.406 2.809 2.314
H 1.389 -6.874 -4.619
C 0.162 2.298 2.968
H -4.738 3.883 4.587
H -0.125 -0.609 -1.654
C -1.566 -7.452 -3.044
H 1.508 -4.202 2.856
H 0.587 1.132 -6.981
C 5.228 1.418 5.961
C 1.971 -2.146 -5.162
H 0.469 -0.843 -4.757
O 0.753 -2.370 3.154
H 3.379 -2.826 -3.587
H 1.348 -1.107 -7.508
O 0.006 2.387 -1.129
C -2.441 0.338 -2.888
H 3.256 1.615 -0.276
H 1.504 -0.029 1.015
H 5.716 1.699 6.890
O -1.668 -1.220 -0.158
H 4.386 -0.859 5.444
C 5.314 2.562 4.952
H -3.188 1.091 -3.145
H -3.259 0.991 7.034
H 3.164 0.587 -2.801
N -0.246 -0.106 2.219
C -0.574 1.339 2.031
H 3.303 0.118 4.500
H 0.985 4.037 -0.656
H -1.568 -3.764 0.563
H 1.383 -3.066 -4.854
C -4.130 2.716 0.721
C -0.059 3.749 -0.833
H -4.361 3.455 -1.916
O -3.554 1.575 5.098
C 3.916 2.433 -0.150
C -4.328 4.226 -1.099
C 1.294 -1.929 1.954
H -0.103 -1.913 -6.938
O 4.423 2.543 1.146
H 0.434 3.546 5.052
H 4.671 2.254 -0.878
H 0.728 -2.302 1.103
O -1.227 0.380 -6.247
H -0.460 0.223 -8.165
N 0.050 -0.041 -2.494
C 3.406 0.404 -3.828
C -0.142 0.252 -7.097
C -2.048 1.413 -6.686
H 0.890 0.484 -2.368
H -4.998 5.020 -1.375
H 2.019 2.492 4.922
H 1.871 -0.084 2.754
C -2.948 2.845 5.111
H -0.472 4.341 -1.704
H -1.708 1.370 -0.674
H 2.447 -2.422 -6.073
O 3.850 -0.871 -4.097
H -2.750 1.629 -5.871
H -1.889 2.649 -1.828
H -3.244 -4.014 0.756
H -1.463 -6.832 -2.157
H -1.631 -3.042 -2.579
N 0.812 -7.279 -3.849
H -4.487 1.786 0.265
H -0.794 1.471 -3.575
N 4.722 2.137 3.678
C -1.070 0.915 -2.676
O -4.847 3.823 0.145
H -2.437 -0.398 -3.721
H -1.946 2.673 4.663
C -3.688 3.834 4.231
H 5.960 1.279 0.693
H 1.239 -7.012 -2.987
H -1.480 2.360 -6.920
C -1.236 1.854 -1.521
H -1.414 -0.844 0.698
H 6.361 2.790 4.872
C 3.532 -0.184 5.554
C -2.787 -2.044 -0.033
H 5.753 0.589 5.483
C -4.090 -1.309 0.454
H -1.827 -5.147 -4.402
C -0.610 -3.352 -2.781
H -0.790 -7.228 -5.049
C 0.914 2.570 5.174
H -3.011 -2.339 -1.043
C 0.612 -3.734 3.156
C 5.207 1.454 1.471
H -4.005 1.717 2.631
C -4.323 2.656 2.166
H -3.035 2.790 0.485
H 2.482 0.644 -4.365
H -1.827 0.706 5.937
H -0.451 3.197 2.983
H -4.120 -1.333 1.527
H -0.121 -2.940 -1.880
O 0.193 1.735 4.278
H -2.764 -0.076 -1.928
N -3.425 3.625 2.826
H -3.319 4.895 4.436
H -0.189 -2.941 -3.667
C 0.551 -1.014 -6.765
```

Values from the calculation:
SMILES: COC[C@H](C)N.COC[C@H](C)N.COCCNCCOC.COCCNCCOC.COCCNCCOC.COCCNCCOC.CC(C)O
strongest force on any atom: 3.11 eV/A
energy above the lowest of the compared OMol25 structures with the same formula, charge and spin: 31.03 kcal per mole
HOMO energy: -8.2 eV

DFT (ωB97M-V/def2-TZVPD) results for an isolated molecule of C4H7ClN2S.

Structure (XYZ):
```
15
C4H7ClN2S (ωB97M-V/def2-TZVPD)
H -0.465 1.675 0.746
N -0.508 0.816 -0.153
C 0.745 0.196 -0.090
H 1.943 -2.677 -1.626
H -3.775 -0.514 -0.547
C -1.797 0.573 -0.666
S 2.239 -2.007 -0.148
N 0.786 -1.035 -0.443
C -2.617 -0.513 -0.313
C 1.751 1.060 0.931
H 2.651 1.384 0.336
H -2.295 1.030 -1.499
H 1.344 1.870 1.302
Cl -2.099 -2.026 0.631
H 2.097 0.167 1.540
```

Values from the calculation:
SMILES: C/C(=N\S)N/C=C\Cl
strongest force on any atom: 9.09 eV/A
energy above the lowest of the compared OMol25 structures with the same formula, charge and spin: 115.70 kcal per mole
HOMO energy: -8.2 eV

DFT (ωB97M-V/def2-TZVPD) results for a structure of composition C24H21MoO5.

Structure (XYZ):
```
51
C24H21MoO5 (ωB97M-V/def2-TZVPD)
O 0.760 0.710 3.754
C -0.464 0.106 5.694
H 1.716 1.115 2.032
C 3.054 -0.558 12.491
C 0.711 -0.612 7.745
C 1.974 0.307 5.828
H -0.461 -1.490 9.343
H 1.164 -6.075 6.573
H 2.520 1.846 3.472
H -1.365 0.252 5.109
C 1.670 -0.814 12.644
H 2.582 -3.758 10.058
H 2.746 0.158 15.408
C 1.097 -6.531 8.770
H 1.620 -6.173 10.925
C 1.350 -0.907 14.096
C 2.133 -4.537 9.429
C 2.012 0.950 3.057
H 0.646 -0.120 14.414
C 0.780 0.390 5.083
H 0.919 -1.886 14.343
C -0.462 -0.391 6.991
O -1.284 -3.555 11.725
C -0.781 -3.871 10.736
C 1.975 -4.501 8.001
H 3.385 -0.624 9.161
C -1.129 -3.577 7.510
H 0.112 -2.414 8.948
Mo -0.094 -4.782 8.966
H -0.185 -1.130 11.604
H 3.016 -1.584 15.347
H -1.439 -0.567 7.450
C 0.903 -1.013 11.502
C 0.615 -1.450 9.023
H 0.692 -7.536 8.791
O -2.619 -6.963 9.040
C -1.745 -6.191 8.988
C 1.908 -0.131 7.151
H 2.942 0.583 5.385
O 3.742 -0.509 13.673
C 2.724 -0.712 14.745
C 1.372 -5.734 7.588
C 3.627 -0.449 11.232
H 2.833 -0.051 7.713
O -1.865 -3.274 6.656
C 1.627 -5.794 9.906
C 1.471 -1.004 10.222
H 2.687 0.072 3.137
C 2.866 -0.693 10.126
H 4.693 -0.171 11.196
H 2.285 -3.689 7.326
```

Values from the calculation:
net charge: +3
strongest force on any atom: 5.90 eV/A
energy above the lowest of the compared OMol25 structures with the same formula, charge and spin: 11.74 kcal per mole
HOMO energy: -16.9 eV

What is the energy above the lowest of the compared OMol25 structures with the same formula, charge and spin in the second record? 115.70 kcal per mole

What is the energy above the lowest of the compared OMol25 structures with the same formula, charge and spin in the second record? 115.70 kcal per mole

Which of these has the highest strongest force on any atom? C4H7ClN2S